{"formula": "C4H21NO9S", "method": "the ωB97M-V functional and the def2-TZVPD basis", "species": ["C", "N", "C", "O", "O", "C", "C", "S", "H", "H", "H", "H", "H", "H", "H", "H", "H", "O", "H", "H", "O", "H", "H", "O", "H", "H", "O", "H", "H", "O", "H", "H", "O", "H", "H", "O"], "positions_angstrom": [[1.26316, 0.39797, 0.57638], [0.61409, -0.78578, -0.15605], [1.51238, -1.82476, -0.54212], [2.73695, -1.58129, -0.38110], [1.13358, -2.96260, -0.96056], [0.62056, 1.68337, 0.11134], [-0.73251, 1.66267, 0.90179], [-1.89352, 3.16709, 0.61481], [2.43678, 0.34671, 0.30513], [1.22784, 0.18438, 1.76214], [-0.36668, -1.01556, -0.09322], [1.18322, 2.52534, 0.51125], [0.46728, 1.79383, -1.02238], [-0.57429, 1.70202, 2.03138], [-1.25932, 0.83243, 0.52953], [0.45465, -4.19891, 0.67773], [-0.58838, -3.45452, 0.06851], [-0.44014, -3.87626, 0.96698], [0.61590, 0.89030, 3.18361], [-0.32291, 0.00405, 3.87283], [-0.06717, 0.91270, 3.89379], [0.37899, -0.42333, -2.94662], [-0.84187, -1.44404, -2.82429], [-0.29389, -0.92838, -3.42362], [3.75301, 0.74519, -0.70517], [3.04682, 1.30178, -1.81676], [3.52278, 1.61842, -1.03216], [-1.62753, 0.94729, -2.36867], [-1.85270, 2.43931, -2.31424], [-2.12496, 1.68214, -2.83058], [-0.10648, -2.52954, 2.20954], [0.47902, -1.38934, 1.96917], [-0.20777, -1.71394, 2.63737], [-3.58204, -0.10147, -0.27328], [-3.04743, 0.67810, -1.38656], [-2.99158, -0.21610, -0.91991]], "lumo_ha": [0.093, 0.005], "multiplicity": 2, "homo_lumo_gap_ev": [7.889, 5.473], "charge": -1, "de_lowest_kj_mol": 228.2, "s_squared": 0.753}